1.
Entry from OMol25: C2H14NO5 as an isolated structure in a non-equilibrium geometry (ωB97M-V/def2-TZVPD).

Properties
- Electronic energy: -14025.6211 eV
- Maximum force: 2.83 eV Å⁻¹
- E_LUMO (spin up / spin down): 0.43 / -4.38 eV
- Frontier orbital gap (spin up / spin down): 0.3962 / 0.2194 Ha
- 2S+1: 2

Each line ends with the Löwdin charge.
Element x y z (Å)
1 H 2.414 -0.657 1.306  0.0909
2 C -0.626 -1.577 0.406  -0.2078
3 C 0.861 -1.304 0.150  -0.1916
4 H -1.288 1.633 -0.466  -0.0024
5 H 1.555 -1.879 1.937  0.0850
6 H 1.302 1.548 -1.563  0.0232
7 N 1.467 -0.978 1.475  -0.0016
8 H -1.087 -0.767 0.963  0.1517
9 H -0.774 -2.448 1.061  0.1399
10 O -1.579 2.140 0.314  -0.0620
11 O 0.378 1.569 2.367  -0.0933
12 H 1.291 -2.277 -0.122  0.1218
13 H 0.588 0.636 2.238  -0.0335
14 H 0.342 0.713 -2.338  -0.0480
15 O -1.183 0.364 -1.772  -0.1894
16 H -0.260 1.812 1.680  -0.0247
17 H -1.710 0.411 -2.587  0.0629
18 H 1.001 -0.562 -0.633  0.0986
19 H -1.299 -0.817 -1.323  -0.0069
20 H -1.208 2.996 0.124  0.0451
21 O -1.349 -1.763 -0.761  0.1211
22 O 1.164 1.206 -2.454  -0.0789



2.
Entry from OMol25: a 5-piece molecular cluster, C2H14O4S overall in a non-equilibrium geometry (ωB97M-V/def2-TZVPD).

Properties
- Electronic energy: -21325.6646 eV
- Maximum force: 2.13 eV Å⁻¹
- E_LUMO: 0.29 eV
- Frontier orbital gap: 0.3187 Ha

Each line ends with the Löwdin charge.
Element x y z (Å)
1 H 3.325 1.304 -2.986  0.0259
2 H -3.283 3.794 5.554  0.0235
3 H 1.761 -1.274 -2.111  0.0230
4 C 3.474 1.240 -1.912  -0.4372
5 H 0.652 -4.806 -2.332  0.0321
6 H -2.498 -1.574 -0.667  0.0349
7 C 1.329 -0.313 -2.365  -0.4045
8 S 1.919 0.829 -1.054  0.7155
9 O -4.103 3.331 5.355  -0.0864
10 H 4.177 0.400 -1.839  0.0312
11 H -2.834 0.140 5.187  0.0626
12 O -1.761 -1.078 -1.029  -0.0584
13 H 1.307 -3.655 -3.124  0.0266
14 O 1.479 -4.334 -2.461  -0.0615
15 H 3.910 2.044 -1.327  0.0206
16 O -2.815 1.020 4.792  -0.0431
17 H -3.793 2.502 4.947  -0.0196
18 H 0.259 -0.359 -2.186  -0.0105
19 H 1.464 0.107 -3.342  0.0279
20 H -2.086 -0.416 -1.643  0.0344
21 H -1.886 1.098 4.545  0.0630



3.
Entry from OMol25: a 5-piece molecular cluster, C2H14O4S overall in a non-equilibrium geometry (ωB97M-V/def2-TZVPD).

Properties
- Electronic energy: -21325.6483 eV
- Maximum force: 3.88 eV Å⁻¹
- E_LUMO: 0.50 eV
- Frontier orbital gap: 0.3476 Ha

Each line ends with the Löwdin charge.
Element x y z (Å)
1 H -3.810 -0.736 -2.071  0.0115
2 H 2.086 0.639 0.679  0.0672
3 O 1.016 -3.640 -2.626  -0.0246
4 H 1.502 -0.310 3.504  0.0768
5 O 1.097 1.923 -1.421  -0.0543
6 O -1.261 0.603 -2.380  -0.0771
7 H -3.005 -1.615 -1.299  0.0680
8 C 1.136 -0.137 2.449  -0.6684
9 H -0.008 1.888 3.054  -0.1422
10 S -0.435 0.763 2.425  0.6591
11 C 2.297 0.564 1.786  -0.2109
12 H 0.916 -1.110 1.891  0.0857
13 H 0.698 -2.752 -2.651  0.0204
14 H 1.620 1.972 -2.246  0.0676
15 H 2.605 1.474 2.235  0.0456
16 O -3.314 -0.710 -1.314  0.0040
17 H -0.740 1.033 -1.743  -0.0466
18 H -1.963 0.286 -1.779  -0.0145
19 H 1.918 -3.756 -2.458  0.0022
20 H 0.988 2.859 -1.257  0.0451
21 H 3.253 -0.042 1.857  0.0855



Listing molecular weight for the structures above in their given order: 132.1 134.2 134.2 g/mol.